# 1
C25H66N2O11 | ωB97M-V with the def2-TZVPD basis set

```
104
Properties=species:S:1:pos:R:3:forces:R:3
C 16.5132 14.4108 -5.6017 -1.05 -0.54 0.62
O 16.7075 14.7374 -6.9415 0.70 0.46 -0.59
C 15.6031 15.3974 -7.5356 -0.51 -0.22 0.49
C 15.2983 16.7409 -6.9201 0.41 0.92 0.00
N 16.2689 17.7896 -7.3029 -0.19 -0.49 -0.11
C 15.9483 19.0963 -6.7165 0.58 0.06 -0.60
C 16.8197 20.1670 -7.3317 -0.74 0.39 -0.08
O 18.1595 19.8842 -7.0489 0.34 -0.27 0.12
C 18.9976 20.9954 -7.2276 0.35 0.55 -0.28
H 16.3346 15.2846 -4.9693 0.53 -0.01 0.04
H 17.3510 13.8109 -5.2689 0.20 0.15 0.11
H 15.5953 13.8052 -5.4827 0.22 -0.04 -0.12
H 14.7365 14.7382 -7.3856 -0.10 0.16 -0.28
H 15.8098 15.5075 -8.5972 0.07 -0.08 -0.09
H 15.2497 16.6911 -5.8230 -0.28 -0.16 -0.15
H 14.3225 17.0682 -7.2835 -0.05 -0.07 0.04
H 17.2055 17.5142 -7.0137 -0.12 0.05 0.12
H 16.1112 19.1067 -5.6315 -0.39 -0.02 0.01
H 14.9370 19.3863 -7.0087 -0.19 -0.32 0.39
H 16.5046 21.1374 -6.9136 0.25 -0.08 0.11
H 16.6331 20.2394 -8.4104 0.16 -0.05 0.13
H 18.6606 21.8544 -6.6333 -0.02 -0.11 0.03
H 19.0433 21.3116 -8.2811 -0.14 -0.08 0.10
H 20.0074 20.7279 -6.9252 -0.05 -0.11 0.08
C 22.7500 19.3986 -12.6156 0.65 -0.26 -0.01
O 22.3886 20.6372 -13.1525 -0.10 0.56 0.25
C 21.0203 20.9347 -12.8975 -0.03 -0.50 -0.43
C 20.6507 22.1518 -13.7018 0.75 0.70 -0.08
N 20.2239 21.7796 -15.0410 -0.21 0.40 -0.17
C 19.7025 22.9009 -15.8393 0.65 -0.36 -0.02
C 20.7355 23.9554 -16.2153 -0.12 0.89 0.24
O 21.7025 23.4875 -17.1327 -0.02 0.01 -0.18
C 21.2762 23.5175 -18.4779 -0.30 -0.36 -0.35
H 23.8384 19.3037 -12.6596 -0.06 0.14 -0.12
H 22.3357 18.5826 -13.2200 -0.22 -0.09 0.30
H 22.4795 19.3283 -11.5569 -0.27 -0.23 -0.11
H 20.8092 21.0704 -11.8272 0.25 -0.08 0.01
H 20.4417 20.0789 -13.2794 -0.24 0.17 0.28
H 21.5509 22.7856 -13.7686 -0.03 -0.05 0.34
H 19.9151 22.7712 -13.1839 -0.29 -0.24 -0.17
H 21.0630 21.4555 -15.5200 -0.21 -0.19 -0.03
H 18.8860 23.4086 -15.3215 -0.13 -0.26 0.06
H 19.3381 22.4326 -16.7559 -0.32 0.28 -0.02
H 21.2856 24.3346 -15.3472 0.05 -0.43 0.06
H 20.2286 24.8752 -16.5639 0.02 -0.35 -0.41
H 21.2132 24.5315 -18.8925 0.07 0.03 0.24
H 20.2978 23.0355 -18.6269 0.08 0.13 0.18
H 21.9783 22.9389 -19.0803 0.14 0.13 0.18
C 24.5704 21.6950 -9.7270 0.05 0.43 -0.26
C 23.1250 22.1504 -9.5889 -0.03 0.29 0.44
C 22.2573 21.0592 -8.9894 0.01 -0.29 -0.37
O 23.1190 23.3293 -8.7340 0.06 -0.41 -0.53
H 24.6252 20.7227 -10.2185 -0.01 -0.05 0.16
H 25.0608 21.6723 -8.7529 -0.12 -0.21 0.05
H 25.1364 22.3973 -10.3438 -0.07 0.02 0.04
H 22.7392 22.4115 -10.5837 0.04 0.05 0.10
H 22.2754 20.1967 -9.6618 0.03 -0.05 0.21
H 21.2016 21.3166 -8.9025 0.13 0.28 0.03
H 22.6402 20.7538 -8.0145 -0.01 0.03 0.03
H 22.4018 23.9011 -9.0218 -0.01 -0.04 0.06
C 20.1787 12.8815 -7.4687 -0.16 0.01 -0.07
C 19.5595 13.7113 -8.5913 -0.43 -0.14 0.80
C 20.2618 13.5127 -9.9026 -0.14 0.55 -0.61
O 18.1894 13.3288 -8.7829 -0.24 0.00 0.04
H 19.5217 12.8529 -6.5972 0.00 0.13 0.01
H 21.1354 13.3086 -7.1614 0.04 -0.14 -0.05
H 20.3078 11.8495 -7.8000 0.13 0.03 0.01
H 19.5702 14.7642 -8.2747 0.12 -0.01 -0.24
H 20.2164 12.4735 -10.2281 0.16 -0.07 0.17
H 21.2877 13.8798 -9.8809 0.09 -0.24 0.15
H 19.7512 14.0969 -10.6708 -0.04 0.01 -0.04
H 17.6189 13.7345 -8.0938 0.49 -0.15 -0.23
C 17.1918 21.5268 -12.9454 0.34 -1.06 0.22
C 17.4385 21.6741 -11.4403 -1.11 0.35 -0.07
C 17.5002 23.1396 -11.0213 -0.18 0.00 -0.01
O 16.3031 21.0831 -10.7471 0.82 0.29 -0.13
H 17.1116 20.4549 -13.1756 0.07 0.11 0.04
H 18.0127 21.8927 -13.5667 -0.25 0.23 0.07
H 16.2239 21.9387 -13.2211 0.08 0.38 0.02
H 18.3683 21.1800 -11.1342 -0.09 -0.05 -0.03
H 17.4309 23.2163 -9.9340 0.27 0.02 -0.04
H 16.6549 23.7076 -11.4206 -0.05 -0.20 -0.06
H 18.4042 23.6257 -11.3967 0.07 -0.07 0.15
H 16.5467 20.1827 -10.4792 -0.06 -0.10 -0.22
O 13.4667 14.3103 -10.9582 -0.44 -0.14 0.33
C 14.7258 14.1753 -11.5688 0.60 0.74 -0.43
C 15.5171 13.1400 -10.8128 -0.33 -0.57 0.22
O 16.8505 13.1518 -11.2571 0.23 -0.04 0.32
H 12.9090 14.9019 -11.4664 0.04 0.04 -0.11
H 14.6547 13.9433 -12.6388 -0.10 -0.33 0.12
H 15.2975 15.1187 -11.5384 -0.11 -0.07 0.19
H 15.0664 12.1426 -10.9298 0.03 0.12 -0.20
H 15.4397 13.3392 -9.7350 0.07 0.24 -0.09
H 17.3993 13.1113 -10.4501 0.07 0.07 -0.28
O 16.9953 18.3979 -9.9623 -0.02 -0.65 0.26
C 17.9832 17.5345 -10.5491 -0.29 0.77 0.38
C 19.1294 18.4294 -10.9282 0.12 0.00 0.38
O 19.6865 19.0539 -9.7820 0.30 0.02 0.19
H 16.7289 18.0369 -9.0784 -0.17 0.28 -0.29
H 18.3356 16.8225 -9.7959 -0.11 -0.23 -0.16
H 17.5667 17.0343 -11.4215 0.02 -0.22 -0.01
H 18.7722 19.2127 -11.6032 0.08 -0.24 -0.30
H 19.9217 17.8304 -11.3727 0.08 0.12 -0.33
H 19.0287 19.0945 -9.0732 -0.14 0.02 -0.17
```
Forces are in eV/Å.

The calculation puts the relative energy (zero: lowest compared OMol25 entry of this formula, charge and spin) at 0.0 kcal per mole. Its SMILES is COCCNCCOC.COCCNCCOC.CC(C)O.CC(C)O.CC(C)O.OCCO.OCCO. The LUMO energy is 0.49 eV. The calculation puts the total energy at -1929.1567 hartree. The calculation puts the HOMO energy at -8.8 eV. For the HOMO-LUMO gap, the calculation gives 9.240 eV.

=====

# 2
C20H24BrFN8 | ωB97M-V with the def2-TZVPD basis set

```
54
Properties=species:S:1:pos:R:3:forces:R:3
C 6.1043 1.3157 2.5826 -6.83 -0.04 -2.40
C 4.8537 1.1703 2.1612 6.02 0.21 1.86
C 3.3305 0.8658 1.6593 3.22 1.20 -0.34
Br 2.8691 -0.9131 2.5014 0.12 1.35 -0.82
C 3.3785 0.7934 0.0430 -2.32 -1.67 -4.27
N 3.1484 0.5773 -1.1478 1.77 1.59 7.72
C 2.4289 2.0881 2.2282 0.48 1.02 -0.51
C 3.3152 3.4410 1.9775 1.88 3.79 -2.23
N 3.9097 4.4445 1.5834 -3.89 -6.53 2.72
C 1.0116 2.2953 1.4772 -0.13 0.07 0.68
C 0.1907 0.9395 1.1854 -0.61 0.55 -1.17
F -0.5197 0.4226 2.3525 1.33 0.89 -1.34
H 7.1537 1.6893 2.9068 -2.57 -1.03 -0.76
H 2.2847 1.9269 3.3570 0.44 0.23 -1.78
H 0.3499 2.9604 2.1738 1.25 -1.17 -1.39
H 1.2087 2.9168 0.5093 -0.51 -1.54 1.71
H -0.6173 1.1999 0.3852 1.45 -0.46 1.83
H 0.8121 0.0836 0.7252 -0.93 1.40 1.00
C -1.2728 3.7760 -2.2268 0.15 0.34 0.89
C -0.8810 4.2090 -0.8405 1.02 1.22 3.69
N -0.5688 4.5577 0.2624 -1.57 -1.48 -5.12
H -1.2849 2.6869 -2.2854 0.06 0.20 0.15
H -2.2673 4.1573 -2.4678 0.13 0.05 0.12
H -0.5564 4.1643 -2.9537 -0.03 0.00 0.17
C 0.9664 -3.3562 5.9364 0.89 0.51 -0.04
C 2.2767 -2.6182 5.8655 3.57 2.01 -0.18
N 3.3196 -2.0306 5.8090 -4.80 -2.71 0.25
H 1.1027 -4.3060 6.4572 0.06 0.14 -0.06
H 0.2310 -2.7564 6.4762 0.15 -0.02 -0.07
H 0.5953 -3.5526 4.9286 0.10 0.06 0.10
C -0.7888 -0.1203 -4.1965 0.26 0.30 0.95
C -0.4013 0.3388 -2.8166 1.11 1.08 3.73
N -0.0926 0.7043 -1.7174 -1.43 -1.71 -5.43
H -0.7930 -1.2114 -4.2366 0.02 0.14 0.10
H -1.7858 0.2490 -4.4452 0.13 -0.02 0.06
H -0.0756 0.2586 -4.9310 -0.06 -0.02 0.16
C 0.3124 2.6325 -7.5903 -0.78 -0.66 0.00
C -0.8487 1.6742 -7.5743 -3.74 -3.03 -0.03
N -1.7818 0.9092 -7.5684 4.83 3.93 0.06
H 0.6206 2.8601 -6.5677 -0.08 -0.07 -0.10
H 1.1538 2.1877 -8.1252 -0.15 -0.01 0.06
H 0.0224 3.5591 -8.0895 -0.04 -0.15 0.05
C -1.8246 -2.2951 1.3121 -0.08 -0.71 -0.74
C -1.9037 -3.3424 0.2336 -0.23 -3.39 -3.48
N -1.9632 -4.1821 -0.6329 0.23 4.35 4.50
H -1.9972 -1.3061 0.8833 0.06 -0.15 0.01
H -2.5813 -2.4894 2.0753 0.05 -0.07 -0.12
H -0.8369 -2.3138 1.7770 -0.10 0.00 -0.13
C -5.3103 -5.3544 0.9665 0.26 0.32 0.92
C -4.9269 -4.9015 2.3503 1.06 1.23 3.72
N -4.6189 -4.5390 3.4503 -1.36 -1.62 -5.05
H -5.3112 -6.4452 0.9205 0.03 0.14 0.08
H -6.3075 -4.9857 0.7179 0.12 -0.01 0.12
H -4.5928 -4.9658 0.2405 -0.01 -0.04 0.14
```
Forces are in eV/Å.

Its SMILES is C#C[C@](Br)(C#N)[C@@H](C#N)CCF.CC#N.CC#N.CC#N.CC#N.CC#N.CC#N. The LUMO energy is -0.48 eV. The calculation puts the total energy at -3888.0822 hartree. The calculation puts the HOMO energy at -10.0 eV. For the HOMO-LUMO gap, the calculation gives 9.537 eV.

=====

# 3
C6H14O | ωB97M-V with the def2-TZVPD basis set

```
21
Properties=species:S:1:pos:R:3:forces:R:3
C 1.9004 -0.5412 0.9077 -0.28 -0.23 -0.02
C 0.6672 0.2275 1.3503 -2.43 -0.63 1.89
C 0.0837 1.1871 0.3132 -0.02 0.12 0.25
C -0.7993 0.4992 -0.7379 0.48 -2.89 1.01
C -0.1122 0.2942 -2.0804 -0.15 0.07 0.00
C -1.2028 -1.0547 -0.1258 -1.06 2.47 -0.58
O -1.7843 -0.8986 1.2075 -1.59 -0.06 -1.64
H 2.2582 -1.1899 1.7086 0.05 -0.02 -0.06
H 1.7124 -1.1602 0.0317 -0.02 -0.16 -0.05
H 2.7147 0.1335 0.6263 -0.04 0.09 0.10
H 0.9275 0.7943 2.2518 0.21 0.19 -0.20
H -0.4101 -0.3896 1.7713 4.31 1.44 -1.03
H -0.5319 1.9119 0.8568 0.13 0.07 -0.08
H 0.8856 1.7481 -0.1780 -0.05 0.12 -0.06
H -1.7170 1.0822 -0.8965 -0.08 -0.47 0.15
H -0.7568 -0.2676 -2.7590 0.06 -0.03 -0.07
H 0.1191 1.2499 -2.5580 -0.02 -0.03 0.05
H 0.8230 -0.2499 -1.9562 0.04 -0.04 -0.02
H -0.4324 -1.8167 0.0015 0.29 0.60 -0.35
H -1.9698 -1.4247 -0.8208 0.16 -0.17 0.26
H -2.3750 -0.1346 1.0858 0.02 -0.43 0.46
```
Forces are in eV/Å.

The calculation puts the relative energy (zero: lowest compared OMol25 entry of this formula, charge and spin) at 50.7 kcal per mole. Its SMILES is CCC[C@@H](C)CO. The LUMO energy is 0.93 eV. The calculation puts the total energy at -312.1742 hartree. The calculation puts the HOMO energy at -8.9 eV. For the HOMO-LUMO gap, the calculation gives 9.823 eV.